# 1
C4H7NO | wB97M-V/def2-TZVPD

Summary:
**Energy above the lowest of the compared OMol25 structures with the same formula, charge and spin**: 632.4 kJ/mol
**Kohn-Sham gap (spin up / spin down)**: 8.243 / 8.243 eV
**E_HOMO (spin up / spin down)**: -9.016 / -9.017 eV
**Lowest unoccupied orbital energy (spin up / spin down)**: -0.774 / -0.774 eV
**Total energy**: -286.39077 a.u.

Geometry as XYZ:
```
13
Properties=species:S:1:pos:R:3:forces:R:3
H 1.579230 -0.802753 0.979870 -0.1 0.0 -0.1
C 0.005285 0.581091 0.154632 0.0 -0.1 0.0
C -0.929739 0.021202 1.236852 0.1 0.2 0.1
H -1.666676 -0.076449 -1.222374 0.1 0.0 0.0
N -0.007769 -1.325003 -0.498016 -0.1 -0.2 0.0
H -0.668945 -1.599576 0.259742 0.3 -0.3 -0.2
C 1.103455 -0.465648 0.054893 0.2 0.0 0.2
H -0.609350 2.371337 0.488307 0.2 0.0 0.0
H -0.064596 0.131287 -2.043678 -0.1 0.0 0.2
H -0.263748 -0.368040 2.040683 -0.1 0.2 -0.1
H 1.854471 -0.325630 -0.731281 -0.2 0.0 0.1
C -0.581395 -0.076454 -1.101324 -0.2 0.2 -0.2
O 0.249777 1.934635 0.381694 -0.1 0.1 0.0
```
Positions in Å, forces in eV/Å.

***

# 2
C31H45O3Pr | wB97M-V/def2-TZVPD

Summary:
**Energy above the lowest of the compared OMol25 structures with the same formula, charge and spin**: 122.5 kJ/mol
**Kohn-Sham gap (spin up / spin down)**: 7.385 / 7.392 eV
**Spin multiplicity**: 3
**E_HOMO (spin up / spin down)**: -7.028 / -7.034 eV
**Lowest unoccupied orbital energy (spin up / spin down)**: 0.357 / 0.359 eV
**Total energy**: -1950.91252 a.u.

Geometry as XYZ:
```
80
Properties=species:S:1:pos:R:3:forces:R:3
H -0.822815 -0.869211 -2.056386 0.1 -0.2 0.1
C -2.167130 2.107187 -0.067846 -0.2 0.2 0.2
C 4.258557 3.993958 1.068822 0.1 0.0 0.4
H 4.646498 1.022190 -0.727321 -0.4 -0.2 0.1
C -1.260656 2.336937 -1.143589 -0.2 0.5 0.7
H 3.276566 4.568261 -2.168990 -0.2 0.0 0.0
H 0.349632 3.692577 1.490316 -0.2 -0.3 -0.2
H -0.613153 -4.511958 -2.630883 -0.1 0.0 0.1
H -6.374883 -0.107388 1.773865 0.0 0.3 0.0
H -5.398000 0.982173 0.777691 0.0 0.0 0.2
C 0.848677 -1.207638 2.544147 -0.5 0.6 0.3
C -4.262388 -0.473005 1.927666 0.1 -0.3 -0.5
H 4.335805 -1.328564 -0.041689 -0.5 -0.4 -0.1
H 2.466995 5.176591 -0.698492 -0.2 0.0 0.0
H 3.277959 -2.151566 -3.690305 0.2 -0.2 0.3
C 1.321348 0.115599 2.860333 -0.6 -0.2 0.2
H -0.073079 -2.137374 -1.003219 -0.1 0.2 -0.1
H 0.691527 3.439796 -1.169447 -0.3 -0.4 0.3
C -0.333672 3.177931 0.815156 -0.4 -0.1 -0.7
H -4.206342 -3.887556 -2.255086 0.0 0.2 0.3
C -1.832084 -2.808004 -2.063324 -0.3 0.1 -0.4
H -1.985670 2.413411 2.164975 0.0 0.4 -0.7
C -0.588018 -1.935462 -1.951255 0.2 0.0 -0.2
O 3.644803 -0.514169 -2.533580 -1.3 -0.2 2.3
H 4.129055 5.623156 -1.066640 0.0 -0.2 0.1
Pr -0.111692 0.570541 0.603499 -0.9 -2.0 -0.8
H 1.745724 -0.853077 -1.581416 0.5 -0.1 -0.1
C 3.941318 3.618509 -0.363424 0.0 2.2 0.9
H -3.704233 -2.079720 3.300028 -0.1 0.1 0.0
H -5.447929 -1.821474 3.110935 0.2 0.0 0.2
C -5.293993 -2.148179 0.425385 0.1 0.2 0.2
H -2.259861 -4.950587 -2.112424 0.2 0.1 0.0
H 1.455392 -2.081043 2.304179 -0.1 0.3 0.0
C 2.794067 -0.649844 -1.282975 0.0 0.4 -1.0
H -4.486141 -0.686593 4.090561 0.0 -0.1 -0.1
C -2.957030 -1.547638 -0.072155 -1.3 -0.1 -0.1
H 4.950369 4.848376 1.113199 -0.2 -0.2 -0.1
H -3.151066 1.649566 -0.151699 0.4 -0.1 0.0
H -5.481299 1.222425 2.540358 0.0 -0.1 0.0
H 3.340856 4.279333 1.601604 0.1 -0.1 -0.2
H 4.987016 -1.828509 -3.347847 -0.1 0.0 0.2
H 4.868262 -3.180091 -1.435881 -0.2 -0.2 0.2
H -6.226291 -3.630138 -0.817006 0.4 0.2 0.0
H 2.362750 0.440921 2.860340 -0.3 -0.1 0.0
H 6.051677 2.964465 -0.695636 -0.3 -0.2 -0.2
H -1.053131 -4.462407 -0.906033 -0.1 0.0 -0.1
C 3.403335 4.803009 -1.110692 -0.7 0.5 -0.2
H 4.709924 3.163925 1.621955 0.0 0.0 -0.2
C -3.011143 -2.476425 -1.156982 0.0 0.0 0.5
H -6.184681 -1.994796 1.048214 0.4 -0.2 -0.4
C 3.987136 -1.849546 -2.901602 -0.3 0.2 -0.3
H 3.160079 -3.517496 -1.855360 0.1 -0.1 0.3
H 2.828395 -2.194008 0.308213 0.0 -0.1 -0.5
H -1.450662 2.111792 -2.199611 0.2 0.1 0.6
O -1.905777 -0.796044 0.174493 0.9 0.4 0.1
C -5.445075 0.470755 1.745418 -0.1 0.3 0.0
H -3.341984 0.113198 2.006332 -0.2 -0.2 -0.2
H 2.792876 0.277721 -0.675245 0.1 -0.5 -0.8
C -4.158209 -1.398974 0.709982 0.4 0.0 0.1
C 4.158347 1.881406 -1.186706 0.2 -2.1 -1.0
C -1.596948 2.569595 1.150336 0.2 0.7 -0.5
C -0.570275 -1.217387 2.699567 0.5 0.4 0.3
C 0.184423 0.911625 3.209386 0.3 -1.0 -0.1
H 0.205989 1.938882 3.543668 0.0 0.0 -0.1
C -4.189706 -3.196583 -1.406384 0.3 0.2 0.0
H -1.219892 -2.094681 2.618413 0.3 0.5 -0.3
H -2.219920 -2.673952 -3.087132 0.2 -0.1 0.1
C -0.143582 3.030120 -0.594578 -0.1 0.3 0.2
H 5.186840 3.471714 -2.212337 0.1 0.2 0.4
C 5.089182 3.046891 -1.210201 -0.5 0.3 0.8
C -4.479335 -1.312874 3.190702 0.2 0.0 0.1
C -5.319692 -3.045277 -0.623760 -0.5 -0.4 -0.2
C -0.985443 0.094621 3.066564 0.6 -0.1 0.4
C 3.430856 -1.779175 -0.512085 1.2 0.2 -0.2
H -2.018763 0.433903 3.192189 0.7 -0.3 0.2
O 3.050078 2.426436 -0.374131 2.5 0.8 -1.1
C -1.418722 -4.277018 -1.924421 0.1 0.0 0.1
H 3.819619 1.628617 -2.193522 -0.1 -0.2 0.4
C 3.893908 -2.737484 -1.640968 -0.2 0.0 -0.2
H 0.104526 -2.205194 -2.758228 0.0 0.0 0.1
```
Positions in Å, forces in eV/Å.

***

# 3
C34H28Cl2N2OPdS3Sb | wB97M-V/def2-TZVPD

Summary:
**Energy above the lowest of the compared OMol25 structures with the same formula, charge and spin**: 45.8 kJ/mol
**Net charge**: +1
**Kohn-Sham gap (spin up / spin down)**: 5.787 / 5.547 eV
**E_HOMO (spin up / spin down)**: -9.966 / -9.888 eV
**Lowest unoccupied orbital energy (spin up / spin down)**: -4.179 / -4.341 eV
**Total energy**: -3980.05812 a.u.

Geometry as XYZ:
```
72
Properties=species:S:1:pos:R:3:forces:R:3
H 2.190092 0.967019 3.889266 0.0 0.0 0.0
C 3.385247 -0.421423 1.565917 0.1 0.1 -0.2
H -3.328791 0.931399 4.003984 0.0 0.0 0.1
H 2.975103 1.111718 0.113605 0.0 0.0 0.0
C -0.705948 -3.044544 -1.203724 0.2 0.0 0.1
C 0.905028 -0.759725 3.774022 -0.2 0.1 0.1
C -1.717103 1.301958 2.629837 1.4 1.6 0.4
C 1.149759 -0.527455 -2.350495 -0.2 0.1 0.6
H 0.106174 2.935297 4.105631 0.0 0.1 0.0
C -2.535261 1.658303 3.843600 0.1 -0.1 0.0
C 1.181970 -4.177815 2.134287 0.1 0.0 0.0
C 2.679417 -4.713393 -0.155593 0.0 0.1 0.1
H -2.750149 -5.013739 0.789442 0.0 0.1 0.0
C 1.724579 -3.136147 1.388408 -0.2 -0.1 -0.3
H -1.014803 3.947640 3.198979 0.0 0.0 0.0
C 2.469938 -3.397512 0.236247 0.0 -0.2 0.1
C -1.757818 -0.113456 -4.687150 0.1 0.0 -0.1
C -0.189023 3.241869 3.099353 0.0 -0.1 0.0
C 6.047789 0.223256 1.222415 0.0 0.0 0.0
H -0.538707 -2.360263 3.923532 0.0 0.0 0.0
Cl 0.400381 -0.603996 -6.876317 0.0 0.0 0.2
C 0.659328 -0.583929 -5.155232 -0.1 0.0 -0.2
H 5.355173 1.684732 -0.189322 0.0 0.0 0.0
N -0.962705 -2.353266 -0.124557 -0.5 0.0 0.1
C 5.072979 0.909480 0.511586 0.0 0.0 0.0
H 0.652540 3.757258 2.637482 0.0 0.0 0.0
H 2.314721 -6.780565 0.286378 0.0 0.0 0.0
H -1.910821 1.705416 4.739301 0.0 0.0 0.0
H 2.891350 -2.586352 -0.347315 0.0 0.0 0.0
H 1.463111 1.568607 6.169783 0.0 0.0 0.0
C -1.775838 -3.053714 0.745758 0.1 0.0 -0.2
H 6.455263 -1.320352 2.661695 0.0 0.0 0.0
H -0.073382 -2.689779 -2.005935 -0.1 0.0 0.1
O 1.371203 -0.464573 -1.045611 -0.6 -0.1 -0.2
H 0.609080 -3.984729 3.032709 0.0 0.0 0.0
C 2.146684 -5.756101 0.593269 0.0 0.0 0.0
S -2.214589 -0.007545 1.698590 0.5 -1.0 -1.6
C 2.137413 -0.788336 -3.265106 0.5 -0.1 -0.2
C 1.403710 -5.490196 1.735321 0.0 0.0 0.0
C -0.421924 -0.340434 -4.277423 -0.2 0.1 0.1
C -2.390226 0.042032 -2.390568 0.1 0.0 -0.2
C -0.080082 -1.509854 4.413475 0.0 0.1 0.1
H -0.237107 0.199136 7.331669 0.0 0.0 0.0
H -1.244088 -1.753515 6.196639 0.0 0.0 0.0
C -0.489405 -1.162771 5.692882 0.0 0.0 0.0
S 0.367360 1.679885 0.953322 0.3 -0.5 -0.9
H 4.084803 -1.915305 2.966384 0.0 0.0 0.0
C -2.733710 0.078464 -3.755614 -0.1 0.0 0.1
H -1.989905 -0.102085 -5.743777 0.0 0.0 0.0
Pd -0.406356 -0.306859 0.188935 0.4 -0.6 1.3
H 3.262048 -4.920023 -1.044233 0.0 0.0 0.0
H 0.998966 -6.304391 2.322877 0.0 0.0 0.0
H -3.144792 0.164578 -1.620734 0.0 0.1 0.0
C -0.607139 2.038384 2.293916 -1.4 -0.1 1.0
Cl 3.745835 -1.094650 -2.676927 -0.1 0.0 -0.1
H -3.759682 0.257537 -4.046316 0.0 0.0 0.0
N -1.160587 -0.139405 -1.982532 -0.3 0.4 -0.4
S -1.426291 -4.571362 -1.227322 0.0 -0.2 -0.1
C 1.442584 0.364706 4.394134 0.0 -0.1 0.1
C 5.693243 -0.786641 2.109112 0.0 0.0 0.0
H 7.092670 0.469826 1.081134 0.0 0.0 0.0
H -2.997501 2.639250 3.709147 0.0 0.0 0.0
H 2.726592 -1.006320 -5.327253 0.0 0.0 0.1
C 1.901562 -0.808066 -4.655859 0.3 -0.1 0.1
C 1.028814 0.707376 5.677227 0.1 -0.1 0.0
C 3.731160 0.591655 0.680708 0.2 0.0 0.1
H -2.080662 -2.606062 1.678605 0.0 0.0 0.0
C 4.357893 -1.118544 2.281688 0.0 0.1 0.0
C -0.160973 -0.324649 -2.890774 -0.3 0.2 0.1
Sb 1.426847 -1.101202 1.780025 -0.1 0.6 0.2
C -2.132671 -4.278358 0.299127 0.0 -0.1 0.0
C 0.070473 -0.058921 6.326089 0.0 0.0 0.0
```
Positions in Å, forces in eV/Å.

***

# 4
C3H6F2N2 | wB97M-V/def2-TZVPD

Summary:
**Energy above the lowest of the compared OMol25 structures with the same formula, charge and spin**: 437.6 kJ/mol
**Kohn-Sham gap**: 9.710 eV
**E_HOMO**: -9.039 eV
**Lowest unoccupied orbital energy**: 0.670 eV
**Total energy**: -426.98299 a.u.

Geometry as XYZ:
```
13
Properties=species:S:1:pos:R:3:forces:R:3
C 1.192241 0.749968 0.026347 1.6 2.8 -1.8
H -1.158144 0.011258 -1.310383 3.0 -2.3 -6.0
N -1.636253 0.383453 -0.643751 -8.6 5.6 6.2
F 1.653065 -1.478819 0.593853 -1.0 0.9 -0.8
H 2.365756 0.585042 -0.267419 -2.9 0.5 1.2
C -0.552649 -0.926486 0.902655 -3.5 3.2 -2.6
C 0.589310 -0.658853 -0.005630 3.6 -2.3 1.7
N -1.654192 -0.258069 0.514788 2.1 -1.5 2.5
H 0.824585 1.453028 -0.970624 0.7 -1.9 3.3
F 0.508542 -1.214383 -1.300987 -0.4 1.2 1.3
H -0.473610 -1.098634 1.966411 0.2 -0.7 -0.3
H 1.055385 1.356001 1.146228 0.4 -2.0 -3.6
H -2.714038 1.096494 -0.651487 4.8 -3.4 -1.0
```
Positions in Å, forces in eV/Å.